(1)
This record from the OMol25 dataset describes a structure of composition C10H21ClF3IrO5P2S at a distorted geometry. The level of theory is ωB97M-V/def2-TZVPD.

Structure (XYZ):
```
44
Properties=species:S:1:pos:R:3:mulliken_charge:R:1
C -0.015 -0.047 -3.154 -1.476
C 0.637 0.233 -1.847 0.419
H 0.764 -0.267 -3.904 0.455
H -0.565 0.858 -3.458 0.374
H -0.712 -0.880 -3.086 0.330
O 1.796 0.598 -1.778 -0.213
Cl -1.952 0.102 -1.216 0.203
Ir 0.126 0.026 0.410 1.291
P -0.181 2.351 0.111 0.626
C 1.312 3.188 0.723 -1.080
C -0.568 3.126 -1.494 -1.150
H -0.754 4.198 -1.344 0.539
H -1.779 3.928 1.022 0.538
H -1.466 2.657 -1.912 0.372
H -2.408 2.243 0.995 0.354
H 2.168 2.867 0.117 0.385
H 0.271 2.997 -2.188 0.379
C -1.538 2.874 1.210 -0.994
H 1.189 4.275 0.650 0.479
H -1.248 2.731 2.259 0.230
H 1.475 2.897 1.770 0.277
P -0.018 -2.300 0.027 0.799
C 1.477 -3.104 0.682 -1.221
C -1.422 -2.940 1.016 -1.167
H -1.227 -2.692 -2.037 0.416
H -0.292 -4.128 -1.535 0.541
H 0.547 -2.746 -2.291 0.396
C -0.272 -3.032 -1.622 -1.231
H -2.260 -2.242 0.902 0.374
H -1.706 -3.930 0.635 0.493
H 1.397 -4.193 0.571 0.498
H 1.582 -2.825 1.739 0.328
H -1.147 -3.006 2.076 0.345
H 2.346 -2.739 0.119 0.414
C 1.839 0.016 1.082 0.069
O 2.946 0.048 1.399 -0.341
F 0.503 0.664 5.652 -0.152
C 0.065 0.998 4.426 0.659
F -1.009 1.818 4.535 -0.162
F 1.057 1.681 3.783 -0.190
S -0.353 -0.533 3.443 0.870
O 0.948 -1.117 3.143 -0.416
O -1.342 -1.279 4.182 -0.132
O -1.007 0.068 2.205 -0.527
```

Results
2S+1 = 6
Expectation value of S² = 8.782
Kohn-Sham gap (alpha / beta) = 7.16 / 5.17 eV
Energy = -2713.48830 a.u.
Energy above the lowest of the compared OMol25 structures with the same formula, charge and spin = 0.0 kcal/mol
Charge = +3

---

(2)
This record from the OMol25 dataset describes the ion C11H14N3 with charge +1 at a distorted geometry. The level of theory is ωB97M-V/def2-TZVPD.

Structure (XYZ):
```
28
Properties=species:S:1:pos:R:3:mulliken_charge:R:1
C 1.512 -4.182 1.611 -0.082
C 0.895 -3.123 1.440 -1.250
C 0.492 -1.818 1.231 0.264
C 0.101 -1.277 0.072 -0.680
C -0.211 0.166 -0.058 1.932
C -0.963 0.368 -1.283 -0.445
C -0.483 0.305 -2.645 -1.347
N -2.255 0.449 -1.059 -0.068
C -2.431 1.175 0.257 -0.852
C -1.236 0.736 1.062 0.221
N -0.530 1.725 1.764 -0.701
C 0.643 1.857 1.332 -0.223
N 0.924 1.135 0.135 -0.082
C 2.295 0.846 -0.099 -1.238
H 2.224 -4.944 1.838 0.427
H 0.845 -1.127 2.052 0.367
H -0.020 -1.939 -0.843 0.242
H -1.114 -0.352 -3.362 0.412
H 0.551 -0.092 -2.656 0.318
H -0.431 1.342 -3.012 0.389
H -2.934 0.686 -1.792 0.370
H -3.504 0.909 0.598 0.312
H -2.287 2.278 0.217 0.352
H -1.321 -0.034 1.821 0.524
H 1.326 2.532 1.812 0.536
H 2.360 -0.032 -0.661 0.479
H 2.677 1.737 -0.520 0.404
H 2.875 0.671 0.745 0.417
```

Results
2S+1 = 1
Kohn-Sham gap = 7.63 eV
Energy = -591.42175 a.u.
Energy above the lowest of the compared OMol25 structures with the same formula, charge and spin = 86.6 kcal/mol
SMILES string = C#C/C=C/[C@@]12C(C)=[NH+]C[C@@H]1N=CN2C
Charge = +1

---

(3)
This record from the OMol25 dataset describes the molecule C4H7NO at a distorted geometry. The level of theory is ωB97M-V/def2-TZVPD.

Structure (XYZ):
```
13
Properties=species:S:1:pos:R:3:mulliken_charge:R:1
C 0.423 -0.783 1.610 -0.841
N 0.134 -0.255 0.317 0.157
C 0.318 1.078 -0.284 -0.502
C -0.480 0.555 -1.514 -0.422
C -0.569 -0.787 -0.754 0.320
O -1.049 -1.882 -0.922 -0.631
H 1.124 -1.632 1.526 0.250
H -0.509 -1.156 2.045 0.291
H 0.827 0.017 2.249 0.343
H 1.383 1.382 -0.436 0.273
H -0.249 1.844 0.293 0.269
H -1.437 1.077 -1.657 0.241
H 0.084 0.544 -2.473 0.253
```

Results
2S+1 = 1
Kohn-Sham gap = 10.16 eV
Energy = -286.59182 a.u.
Energy above the lowest of the compared OMol25 structures with the same formula, charge and spin = 25.0 kcal/mol
SMILES string = CN1CCC1=O

---

(4)
This record from the OMol25 dataset describes the molecule C6H13N at a distorted geometry. The level of theory is ωB97M-V/def2-TZVPD.

Structure (XYZ):
```
20
Properties=species:S:1:pos:R:3:mulliken_charge:R:1
C -2.499 0.442 0.587 -0.355
C -1.123 0.258 1.014 -0.817
C -0.046 0.311 -0.292 -0.609
C 1.745 -1.246 -0.812 -1.473
C 1.335 -0.035 -0.029 0.811
C 2.176 1.184 0.038 -1.480
N -3.183 -0.840 0.313 -0.573
H -3.107 0.990 1.313 0.278
H 1.307 -2.203 -0.511 0.336
H -1.039 -0.754 1.395 0.380
H -0.616 0.868 1.761 0.410
H -0.506 -0.371 -0.998 0.470
H -0.208 1.349 -0.571 0.309
H 1.562 -1.176 -1.893 0.323
H 2.825 -1.398 -0.711 0.398
H 2.061 1.924 0.830 0.337
H 3.263 0.994 0.033 0.379
H 2.186 1.806 -0.895 0.334
H -3.703 -0.654 -0.554 0.275
H -2.428 -1.447 -0.020 0.270
```

Results
2S+1 = 1
Kohn-Sham gap = 4.52 eV
Energy = -290.94595 a.u.
Energy above the lowest of the compared OMol25 structures with the same formula, charge and spin = 133.5 kcal/mol

---

(5)
This record from the OMol25 dataset describes a structure of composition C31H57BClO2PPb at a distorted geometry. The level of theory is ωB97M-V/def2-TZVPD.

Structure (XYZ):
```
94
Properties=species:S:1:pos:R:3:mulliken_charge:R:1
Pb -0.866 -0.470 1.942 0.934
Cl -3.332 -1.086 2.015 -0.546
P -1.323 1.231 -1.075 0.380
C -1.373 1.339 0.713 -2.280
H -0.661 2.098 1.083 0.493
H -2.395 1.612 1.030 0.481
C 0.046 0.103 -1.563 0.281
C -1.077 2.890 -1.836 0.108
C 1.426 0.671 -1.198 -0.463
H -0.130 -0.798 -0.941 0.577
C 2.508 -0.397 -1.386 0.064
H 1.648 1.538 -1.843 0.177
H 1.456 1.044 -0.160 -0.091
C 2.492 -1.031 -2.784 -1.035
H 3.491 0.054 -1.195 0.361
H 2.367 -1.177 -0.626 -0.062
C 1.089 -1.447 -3.248 -1.032
H 2.908 -0.312 -3.503 0.361
H 3.154 -1.904 -2.796 0.456
C 0.044 -0.346 -3.036 -0.460
H 1.113 -1.720 -4.310 0.410
H 0.774 -2.343 -2.695 0.355
H 0.282 0.508 -3.685 0.205
H -0.944 -0.710 -3.353 0.193
C -2.927 0.495 -1.607 0.298
C -0.585 2.883 -3.294 -0.626
H -2.101 3.311 -1.829 0.879
C -0.642 4.296 -3.886 -1.077
H 0.456 2.526 -3.328 0.275
H -1.181 2.203 -3.920 0.173
C 0.151 5.313 -3.055 -0.690
H -0.260 4.271 -4.913 0.392
H -1.694 4.612 -3.939 0.379
C -0.183 5.251 -1.561 -0.981
H 1.225 5.125 -3.191 0.326
H -0.043 6.323 -3.432 0.388
C -0.183 3.822 -0.998 -0.592
H 0.530 5.859 -0.992 0.423
H -1.178 5.687 -1.398 0.389
H 0.847 3.433 -0.993 0.172
H -0.521 3.847 0.044 0.360
C -2.955 -1.038 -1.485 0.045
H -3.625 0.898 -0.850 0.932
C -4.356 -1.593 -1.773 -0.784
H -2.234 -1.487 -2.182 0.157
H -2.670 -1.340 -0.467 -0.784
C -4.931 -1.104 -3.108 -0.680
H -4.318 -2.689 -1.762 0.405
H -5.021 -1.289 -0.952 0.370
C -4.815 0.413 -3.288 -0.917
H -4.404 -1.606 -3.930 0.308
H -5.983 -1.401 -3.180 0.367
C -3.409 0.949 -2.994 -0.654
H -5.100 0.692 -4.308 0.402
H -5.520 0.908 -2.607 0.394
H -2.713 0.585 -3.768 0.209
H -3.421 2.046 -3.065 0.210
C 0.502 -3.173 2.439 0.976
C -0.134 -2.665 3.439 -0.491
H 1.684 -2.844 2.099 -0.208
C -1.433 -3.230 3.998 -0.508
H 0.315 -1.909 4.108 0.151
C -2.027 -4.385 3.167 -0.889
H -1.264 -3.608 5.020 0.338
H -2.190 -2.439 4.100 0.234
C -1.581 -4.390 1.704 0.034
H -1.708 -5.331 3.626 0.389
H -3.121 -4.358 3.225 0.307
C -0.054 -4.261 1.586 -0.879
H -1.916 -5.318 1.224 0.399
H -2.075 -3.559 1.180 -0.322
H 0.390 -5.232 1.867 0.320
H 0.229 -4.108 0.533 0.224
C 2.563 1.498 3.115 -1.519
C 3.221 0.188 2.741 1.123
C 4.366 0.469 1.774 -1.827
O 2.244 -0.620 2.024 -0.194
B 2.459 -1.905 2.467 0.392
O 3.381 -2.087 3.452 -0.674
C 3.655 -0.752 3.936 1.695
C 5.121 -0.707 4.315 -1.813
C 2.840 -0.524 5.209 -1.775
H 2.235 2.030 2.211 0.268
H 3.292 2.138 3.631 0.390
H 1.692 1.366 3.770 0.280
H 3.984 0.966 0.872 0.349
H 5.095 1.148 2.237 0.373
H 4.888 -0.449 1.467 0.359
H 5.379 0.289 4.695 0.341
H 5.317 -1.430 5.115 0.469
H 5.776 -0.943 3.470 0.353
H 1.754 -0.540 5.038 0.160
H 3.081 -1.309 5.938 0.468
H 3.110 0.439 5.664 0.372
```

Results
2S+1 = 1
Kohn-Sham gap (alpha / beta) = 6.21 / 5.24 eV
Energy = -2385.10850 a.u.
Energy above the lowest of the compared OMol25 structures with the same formula, charge and spin = 0.0 kcal/mol

---

What is the energy in the fifth record?
-2385.10850 a.u.

---

What is the 2S+1 in the third record?
1

---

energy of number 5 (C31H57BClO2PPb)?
-2385.10850 a.u.